Below is a molecular structure, C24H36Cl2O2P2RuSSbSe4, with properties calculated with ωB97M-V/def2-TZVPD.

Positions of all 73 atoms, in Å:
Ru -0.034 -0.240 0.115
Cl -2.301 -1.047 -1.451
C -3.538 -0.349 -2.433
C -4.573 -1.193 -2.804
C -5.628 -0.705 -3.558
C -5.650 0.628 -3.921
C -4.611 1.462 -3.560
Cl -4.703 3.131 -4.035
C -3.496 1.016 -2.821
S -2.200 2.074 -2.420
H -4.539 -2.229 -2.497
H -6.433 -1.362 -3.856
H -6.477 1.032 -4.489
C -2.302 2.323 1.191
P -0.577 1.829 0.852
C 0.132 2.292 2.490
C 0.172 3.108 -0.205
C 0.110 4.469 0.071
C 0.743 5.375 -0.763
C 1.426 4.925 -1.884
C 1.493 3.571 -2.167
C 0.882 2.653 -1.321
P 1.013 0.839 -1.512
C 0.826 0.370 -3.263
C 2.847 0.729 -1.441
H -2.353 3.389 1.427
H -2.649 1.737 2.047
H -2.928 2.109 0.328
H -0.249 3.261 2.823
H 1.220 2.328 2.431
H -0.158 1.524 3.213
H -0.435 4.825 0.938
H 0.707 6.434 -0.535
H 1.915 5.638 -2.538
H 2.025 3.231 -3.047
H 1.038 1.228 -3.905
H -0.186 0.013 -3.453
H 1.537 -0.437 -3.471
H 3.304 1.263 -2.279
H 3.136 -0.325 -1.492
H 3.203 1.147 -0.496
C -2.131 -2.092 3.486
C -1.248 -2.252 2.237
C 0.146 -2.768 2.629
C -1.910 -3.265 1.284
O -1.141 -0.998 1.633
H -2.266 -3.053 3.988
H -3.105 -1.696 3.190
H -1.672 -1.387 4.182
H 0.107 -3.735 3.133
H 0.646 -2.036 3.270
H 0.745 -2.893 1.727
H -1.932 -4.260 1.732
H -1.331 -3.324 0.361
H -2.925 -2.944 1.037
C 4.206 -0.696 3.061
C 4.028 -2.061 2.392
C 3.376 -1.657 1.083
O 2.462 -0.607 1.431
C 3.004 0.100 2.534
H 5.139 -0.232 2.733
H 4.203 -0.740 4.151
H 3.348 -2.698 2.959
H 4.964 -2.588 2.221
H 2.813 -2.457 0.605
H 4.120 -1.274 0.372
H 2.221 0.192 3.294
H 3.299 1.111 2.217
Se 2.309 -5.363 0.012
Sb 1.245 -4.146 -1.864
Se 0.668 -1.896 -0.906
Se 1.672 -6.618 -3.185
Se 3.225 -3.733 -3.311

Computed properties:
Expectation value of S² ... 8.80
Relative energy (zero: lowest compared OMol25 entry of this formula, charge and spin) ... 248.1 kJ/mol
Net charge ... -2
Molecular weight ... 1060.1 g/mol
Spin multiplicity ... 6
E ... -354530.677 eV

Mulliken charges, unit e, in atom order: Ru 0.418; Cl -0.009; C -0.040; C -0.937; C -0.413; C -0.645; C 0.182; Cl -0.248; C 0.257; S -0.253; H 0.418; H 0.329; H 0.366; C -1.215; P 1.946; C -1.570; C 0.115; C -0.883; C -0.733; C -0.822; C -0.726; C -0.229; P 1.631; C -1.193; C -1.438; H 0.452; H 0.412; H 0.157; H 0.523; H 0.326; H 0.385; H 0.271; H 0.373; H 0.377; H 0.334; H 0.379; H 0.210; H 0.451; H 0.655; H 0.355; H 0.172; C -2.072; C 1.733; C -1.073; C -1.245; O -0.510; H 0.387; H 0.416; H 0.388; H 0.456; H 0.144; H -0.023; H 0.436; H 0.022; H 0.302; C -0.684; C -0.486; C -0.051; O 0.608; C -0.528; H 0.303; H 0.341; H 0.227; H 0.385; H -0.565; H 0.348; H 0.236; H 0.189; Se -0.638; Sb 0.282; Se -0.402; Se -0.454; Se -0.607